Record 1
Computed, not measured: a cluster of 5 separate species, C26H40N4O6 in total in a non-equilibrium geometry, with ωB97M-V/def2-TZVPD.

Atoms and positions in Å:
C: 6.533 2.683 0.010
H: 1.522 4.784 -4.731
H: -7.226 -1.926 0.729
H: -3.774 -2.527 -1.406
H: -0.307 1.629 -3.437
H: 0.451 -1.433 3.153
H: -5.927 -0.761 1.013
H: 1.446 4.183 3.291
H: 1.684 2.212 -2.084
H: 1.783 3.260 -5.623
C: -6.150 -1.812 0.826
C: 0.223 3.514 1.691
C: 0.322 2.328 1.092
C: -2.832 -6.536 -2.746
H: 1.283 1.851 0.912
C: 3.802 3.723 2.476
H: -0.512 -5.990 -1.025
H: -2.948 4.405 0.458
H: -1.087 -1.705 4.019
C: -3.199 -1.739 0.486
H: 0.250 -4.413 -1.247
C: -5.494 -2.272 -0.454
H: -1.086 -1.329 2.292
H: 4.301 3.168 -1.338
O: -6.147 -2.691 -1.400
C: 5.022 3.349 1.942
C: -0.624 -5.010 -1.488
O: -1.534 4.640 2.846
H: 3.142 4.337 -5.280
O: -1.007 0.417 0.599
O: 3.602 3.149 -3.119
H: 2.079 3.847 -0.374
H: 0.156 -5.107 3.319
C: -0.732 -5.143 -2.987
N: 1.424 2.673 -2.942
H: -3.701 -1.415 1.393
C: -1.193 4.035 1.850
O: -0.982 -3.775 1.716
O: 0.077 -4.632 -3.746
H: 7.350 2.798 0.726
H: 6.483 1.625 -0.266
C: 5.213 3.135 0.609
H: 6.692 3.279 -0.891
N: -4.143 -2.205 -0.525
C: -0.910 1.629 0.594
H: 0.320 -4.354 5.674
H: -0.132 3.186 -4.267
H: 1.846 -4.085 4.815
H: -2.662 2.211 -0.687
H: -5.811 -2.418 1.667
C: 4.147 3.325 -0.267
C: -2.016 2.543 0.121
C: 0.794 -3.799 4.864
H: -3.797 -6.126 -3.049
C: 2.950 3.704 0.267
C: 2.743 3.890 1.620
C: 2.477 3.234 -3.592
H: 0.724 -2.736 5.070
N: -1.777 -5.862 -3.481
C: 1.401 4.314 2.205
H: -2.713 -6.412 -1.675
H: -1.505 -4.507 -1.087
H: -2.629 -0.909 0.070
H: -1.789 -5.910 -4.487
C: -0.553 -1.852 3.079
C: 2.205 3.949 -4.891
H: 5.843 3.208 2.644
H: 3.679 3.890 3.541
N: 0.149 -4.142 3.610
C: -2.154 3.716 0.728
H: -0.566 3.142 -2.547
H: -2.514 -2.555 0.721
C: 0.026 2.663 -3.331
C: -0.487 -3.320 2.737
H: 1.288 5.382 1.984
H: -2.813 -7.600 -2.989

The multiplicity is 1. The charge is 0. The total energy is -1685.19421 Eh. As for the structure (SMILES): Cc1ccc(CC2=CC(=O)C=CC2=O)cc1.CNC(C)=O.CNC(C)=O.CNC(C)=O.CNC(C)=O.



Record 2
Computed, not measured: a structure of composition C26H41Br9O13S in a non-equilibrium geometry, with ωB97M-V/def2-TZVPD.

Atoms and positions in Å:
H: -22.177 -1.523 -2.745
C: -25.507 0.396 -13.982
O: -29.286 -3.572 -5.644
S: -23.883 -2.907 -3.521
H: -30.366 -1.481 -7.329
C: -20.917 2.250 -8.960
H: -21.571 -3.227 -3.345
H: -27.483 -4.175 -6.667
H: -23.598 -11.806 -17.736
C: -21.924 -4.149 -9.817
H: -20.617 4.356 -8.148
O: -27.997 -3.899 -16.681
H: -24.763 -9.982 -14.493
C: -25.003 -11.581 -16.146
O: -20.898 1.663 -6.753
H: -19.247 3.514 -8.798
O: -30.716 -2.164 -4.595
H: -24.958 -1.309 -0.735
Br: -22.524 -10.627 -8.998
C: -28.329 -2.206 -7.149
H: -28.210 -2.052 -8.222
C: -15.724 -7.783 -7.288
H: -24.414 -5.406 -16.278
Br: -24.336 -9.295 -6.504
O: -24.060 -3.686 -2.328
H: -26.676 -0.984 -3.211
O: -22.896 -9.129 -17.638
H: -18.941 2.473 -6.476
Br: -26.013 1.512 -15.549
H: -20.185 3.579 -6.156
C: -23.642 -11.288 -16.778
Br: -15.121 -9.589 -7.027
H: -28.936 -4.308 -7.575
C: -25.913 -1.502 -2.630
H: -27.548 -1.758 -6.536
H: -22.749 -11.610 -16.243
O: -25.811 -4.023 -16.279
C: -21.530 1.436 -7.913
H: -23.831 -3.750 -16.711
H: -21.721 2.729 -9.519
C: -26.852 -4.238 -17.050
C: -20.157 3.370 -8.216
C: -24.967 -4.551 -18.266
C: -25.684 -0.754 -1.330
H: -26.602 -0.829 -0.747
H: -21.192 -3.370 -10.031
C: -22.164 -2.324 -3.485
H: -20.325 1.727 -9.711
H: -23.368 -2.801 -10.796
H: -26.233 -2.503 -2.338
Br: -25.902 0.879 -12.089
C: -24.607 -4.502 -16.855
O: -23.376 -4.706 -11.545
Br: -21.677 -11.120 -5.711
C: -22.445 -5.635 -11.565
H: -21.877 -8.999 -7.171
O: -22.385 0.553 -8.053
O: -24.675 -9.216 -16.376
C: -29.970 -2.394 -5.515
H: -26.512 -6.044 -18.258
C: -28.447 -3.692 -6.821
H: -24.961 -12.258 -15.293
H: -21.737 -6.332 -9.716
H: -26.244 -9.664 -15.192
C: -23.631 -9.720 -16.981
O: -24.214 -3.605 -4.730
C: -25.274 -10.089 -15.450
H: -25.774 -11.969 -16.812
H: -15.273 -7.153 -6.521
Br: -23.593 0.092 -14.029
C: -19.931 2.760 -6.829
C: -23.296 -3.808 -10.386
C: -29.548 -1.593 -6.617
H: -24.756 -3.606 -18.768
H: -24.191 -3.967 -9.786
H: -21.932 -4.240 -8.730
C: -22.512 -9.884 -7.155
O: -22.360 -6.374 -12.551
H: -25.482 0.317 -1.313
H: -21.932 -2.032 -4.509
Br: -17.693 -7.429 -7.285
H: -29.334 -0.572 -6.299
H: -26.886 -4.556 -19.243
C: -21.486 -5.488 -10.359
H: -20.463 -5.594 -10.719
H: -24.352 -5.317 -18.738
C: -26.425 -4.960 -18.341
H: -26.007 -0.540 -14.231
Br: -14.842 -7.457 -9.090
O: -24.708 -1.515 -3.445

The multiplicity is 1. The charge is 0. The total energy is -25557.58694 Eh.



Record 3
Computed, not measured: a structure of composition C26H41DyN7O3Sb in a non-equilibrium geometry, with ωB97M-V/def2-TZVPD.

Atoms and positions in Å:
H: -4.317 -1.539 0.402
N: 1.962 0.194 -1.153
C: -3.506 2.479 -1.348
H: -1.970 -0.819 3.993
H: -2.768 3.061 -1.882
H: 1.948 -0.867 -3.016
N: -2.396 -1.251 -0.235
Sb: -0.043 3.318 -0.386
N: 4.094 1.179 -1.878
C: 1.056 -6.053 0.069
H: -2.268 4.314 0.779
H: 1.042 4.373 1.784
H: -5.979 0.253 0.436
C: -0.920 -2.847 -0.169
H: 2.260 1.521 -2.788
C: 2.604 0.005 0.205
C: -1.511 -5.207 -0.485
H: -0.001 2.109 2.574
H: 1.601 3.951 -2.385
H: 2.152 -0.865 0.684
H: -6.729 2.482 -0.401
H: 2.480 2.257 -1.183
H: 4.450 1.859 0.097
C: -3.977 0.511 -0.257
C: 2.679 1.370 -1.788
C: 0.530 4.111 -2.236
C: -1.234 -6.554 -0.452
C: -1.520 -1.551 3.316
C: -1.536 4.715 0.086
H: -0.028 3.684 -3.058
H: 1.550 -2.969 0.212
C: 4.374 -0.040 -2.674
H: -1.055 5.584 0.549
N: -2.187 -2.588 -0.108
H: 5.460 -0.166 -2.728
H: -2.011 -7.266 -0.698
H: 3.812 -2.257 -0.224
H: 0.360 5.191 -2.192
H: 1.860 5.008 0.349
C: 0.061 -6.977 -0.170
C: 4.635 0.962 -0.521
C: -4.802 2.933 -1.197
O: 1.844 -3.877 0.343
H: -1.369 -2.467 3.882
C: 4.286 -1.401 -0.705
H: 2.284 3.392 0.968
C: -0.202 -1.055 2.777
C: -0.706 1.319 2.821
H: 2.399 0.896 0.792
H: 0.491 -0.841 3.586
H: 0.296 -8.042 -0.141
O: -0.040 -1.861 -0.245
H: -2.279 1.989 1.511
H: 2.057 -6.381 0.319
N: -3.064 1.308 -0.874
H: -2.212 -1.767 2.512
N: 3.753 -1.227 -2.067
C: -5.293 0.913 -0.048
H: -2.447 2.554 3.196
H: -5.080 3.880 -1.629
H: 1.863 -1.894 -1.580
O: -0.346 0.176 1.973
H: -2.051 5.025 -0.821
C: -2.148 1.710 2.566
C: -3.571 -0.846 0.023
C: 0.799 -4.694 0.038
C: -0.504 -4.242 -0.201
H: 5.708 0.816 -0.601
H: 4.007 0.074 -3.685
C: 2.328 -1.016 -1.998
N: 4.026 -0.204 0.122
H: 0.255 -1.768 2.120
H: -2.520 -4.868 -0.669
H: -0.530 1.025 3.861
C: -5.706 2.152 -0.506
H: 5.364 -1.570 -0.746
H: -2.808 0.868 2.761
Dy: -0.572 0.213 -0.394
C: 1.473 4.107 0.818

The multiplicity is 6. The charge is +2. The total energy is -2749.16593 Eh. The expectation value of S² is 9.338.